Entry 1:
C37H67N3O14 | ωB97M-V/def2-TZVPD

Properties
* LUMO level: 0.0089 hartree
* SMILES: C[N+](=O)[O-].C[N+](=O)[O-].C[N+](=O)[O-].c1ccccc1.c1ccccc1.c1ccccc1.COCCOC.COCCOC.COCCOC.COCCOC

ORCA input file:
```
! RIJCOSX wB97M-V def2-TZVPD def2/J DEFGRID3
* xyz 0 1
C -1.21 0.46 -5.63
N -0.01 0.83 -4.80
O 0.95 0.11 -4.89
O -0.21 1.71 -3.98
H -1.66 -0.42 -5.19
H -0.93 0.16 -6.64
H -1.92 1.29 -5.61
C 0.09 -5.89 0.75
N 0.71 -5.03 -0.27
O 0.47 -5.32 -1.42
O 1.29 -4.01 0.06
H -0.38 -6.76 0.30
H -0.62 -5.26 1.28
H 0.92 -6.17 1.39
C -3.51 1.80 -1.88
N -4.33 0.74 -2.54
O -3.80 0.08 -3.41
O -5.50 0.68 -2.22
H -3.56 1.56 -0.82
H -3.96 2.74 -2.19
H -2.48 1.78 -2.24
C -4.88 -2.82 -4.79
O -4.95 -3.56 -6.02
C -3.80 -4.30 -6.32
C -2.58 -3.43 -6.65
O -2.06 -2.68 -5.58
C -1.52 -3.47 -4.51
H -5.07 -3.60 -4.05
H -5.64 -2.05 -4.78
H -3.91 -2.34 -4.70
H -3.92 -4.91 -7.22
H -3.63 -4.98 -5.48
H -2.90 -2.64 -7.34
H -1.80 -4.01 -7.16
H -0.99 -2.84 -3.80
H -0.85 -4.24 -4.90
H -2.38 -3.90 -3.99
C -0.11 -0.76 3.22
O -0.96 -1.48 2.35
C -0.77 -1.15 1.01
C -1.61 -2.11 0.18
O -1.24 -2.08 -1.21
C -1.34 -0.78 -1.78
H -0.43 0.28 3.28
H 0.93 -0.74 2.88
H -0.07 -1.15 4.24
H 0.26 -1.14 0.63
H -1.17 -0.15 0.78
H -2.67 -1.87 0.22
H -1.41 -3.15 0.43
H -0.59 -0.11 -1.35
H -2.38 -0.44 -1.79
H -1.11 -0.81 -2.85
C 1.67 -4.34 5.08
O 1.56 -3.26 4.14
C 2.33 -3.58 2.98
C 3.84 -3.53 3.14
O 4.31 -2.29 3.62
C 5.72 -2.19 3.56
H 1.22 -4.05 6.02
H 2.74 -4.54 5.23
H 1.26 -5.24 4.61
H 2.13 -2.81 2.23
H 1.95 -4.51 2.56
H 4.30 -3.64 2.14
H 4.25 -4.36 3.74
H 6.04 -1.44 4.27
H 6.05 -1.91 2.55
H 6.19 -3.13 3.85
C -2.64 2.12 1.78
O -2.30 1.90 0.41
C -1.54 2.99 -0.09
C -2.17 4.36 0.00
O -3.40 4.34 -0.67
C -4.24 5.44 -0.33
H -3.22 1.27 2.14
H -3.33 2.97 1.84
H -1.75 2.25 2.40
H -1.40 2.74 -1.15
H -0.53 2.95 0.32
H -1.53 5.16 -0.40
H -2.24 4.60 1.07
H -3.70 6.38 -0.47
H -4.53 5.35 0.72
H -5.11 5.45 -0.98
C -2.12 5.28 4.34
C -1.50 4.07 4.67
C -0.26 3.71 4.19
C 0.38 4.52 3.28
C -0.20 5.74 2.87
C -1.44 6.08 3.42
H -3.09 5.54 4.73
H -1.98 3.43 5.40
H 0.17 2.76 4.50
H 1.28 4.17 2.80
H 0.24 6.30 2.06
H -1.92 6.98 3.05
C 2.67 -0.44 -1.41
C 3.63 -1.34 -0.97
C 4.95 -0.93 -0.90
C 5.29 0.34 -1.38
C 4.32 1.23 -1.83
C 2.97 0.85 -1.82
H 1.66 -0.80 -1.53
H 3.30 -2.31 -0.61
H 5.77 -1.60 -0.65
H 6.36 0.53 -1.39
H 4.62 2.21 -2.17
H 2.25 1.59 -2.13
C 4.55 3.95 2.10
C 4.17 2.84 1.37
C 3.41 1.82 1.92
C 3.04 1.91 3.25
C 3.53 2.94 4.04
C 4.25 3.98 3.46
H 5.03 4.76 1.57
H 4.45 2.79 0.32
H 3.11 0.99 1.29
H 2.48 1.10 3.69
H 3.36 3.03 5.11
H 4.57 4.87 3.99
*
```

Entry 2:
C37H69AsN10PSeSi2Sn | ωB97M-V/def2-TZVPD

Properties
* energy above the lowest of the compared OMol25 structures with the same formula, charge and spin: 64.2 kcal/mol
* LUMO level (spin up / spin down): -0.3811 / -0.3466 hartree

ORCA input file:
```
! RIJCOSX wB97M-V def2-TZVPD def2/J DEFGRID3
* xyz 3 1
Sn -0.15 -0.02 -0.25
C -2.13 -2.65 4.14
C -1.61 -1.49 3.26
N -1.51 -1.92 1.87
C -2.85 -2.19 1.35
C -3.58 -3.20 2.26
N -2.59 -3.74 3.23
C -1.42 -4.31 2.49
C -0.70 -3.13 1.80
H -2.96 -2.34 4.77
H -1.35 -3.05 4.79
H -0.63 -1.16 3.60
H -2.29 -0.63 3.31
H -2.74 -2.57 0.33
H -3.40 -1.25 1.29
H -4.00 -4.03 1.69
H -4.39 -2.73 2.82
H -3.02 -4.48 3.78
H -1.80 -5.03 1.77
H -0.77 -4.82 3.20
H -0.50 -3.36 0.76
H 0.26 -2.92 2.28
C 1.34 4.14 3.55
Si -0.32 4.55 2.74
C -0.18 5.78 1.31
C -1.57 5.05 4.08
As -1.25 2.46 1.87
Si -3.20 3.24 0.66
C -2.60 3.73 -1.07
C -4.17 4.61 1.54
C -4.19 1.62 0.51
H 1.58 4.87 4.31
H 2.16 4.15 2.83
H 1.33 3.16 4.03
H 0.35 6.67 1.64
H -1.16 6.09 0.95
H 0.37 5.36 0.47
H -1.20 5.91 4.63
H -1.73 4.25 4.79
H -2.54 5.33 3.66
H -1.97 4.62 -1.06
H -3.45 3.94 -1.72
H -2.02 2.91 -1.52
H -3.64 5.56 1.54
H -4.40 4.34 2.57
H -5.12 4.77 1.03
H -3.60 0.89 -0.05
H -5.12 1.78 -0.02
H -4.43 1.21 1.49
N -1.32 -0.15 -1.89
P -1.49 -0.49 -3.42
N -3.04 -0.21 -4.00
C -3.66 1.06 -3.65
C -5.02 0.85 -3.00
C -5.99 0.21 -4.00
C -5.22 -0.61 -5.04
C -3.98 -1.25 -4.42
N -0.48 0.50 -4.32
C -0.05 1.80 -3.83
C -0.73 2.97 -4.53
C -0.52 2.88 -6.04
C -0.98 1.51 -6.54
C -0.26 0.40 -5.76
N -1.18 -2.11 -3.73
C -1.31 -3.04 -2.61
C -0.53 -4.32 -2.88
C -1.14 -5.10 -4.05
C -1.76 -4.13 -5.06
C -1.06 -2.77 -5.04
H -3.80 1.67 -4.56
H -2.98 1.59 -2.98
H -5.41 1.81 -2.64
H -4.89 0.20 -2.13
H -6.57 0.98 -4.51
H -6.70 -0.43 -3.47
H -4.89 0.04 -5.86
H -5.85 -1.38 -5.47
H -3.50 -1.89 -5.16
H -4.28 -1.87 -3.57
H 1.03 1.89 -4.00
H -0.24 1.85 -2.75
H -0.31 3.91 -4.15
H -1.80 2.97 -4.32
H 0.54 3.02 -6.27
H -1.07 3.67 -6.55
H -0.75 1.40 -7.60
H -2.06 1.41 -6.41
H 0.82 0.49 -5.94
H -0.58 -0.57 -6.12
H -2.37 -3.29 -2.43
H -0.92 -2.55 -1.72
H -0.51 -4.93 -1.98
H 0.50 -4.05 -3.12
H -1.91 -5.78 -3.69
H -0.37 -5.71 -4.52
H -2.82 -3.99 -4.84
H -1.69 -4.54 -6.07
H -1.51 -2.14 -5.81
H 0.00 -2.90 -5.28
C 4.30 0.21 3.09
C 3.51 1.31 2.81
C 2.37 1.13 2.04
N 2.00 -0.05 1.55
C 2.77 -1.10 1.82
C 3.92 -1.02 2.58
H 5.19 0.31 3.69
H 3.76 2.29 3.19
H 1.72 1.97 1.79
H 2.43 -2.04 1.40
H 4.51 -1.91 2.76
Se 2.44 -4.90 -0.38
N 3.21 -4.58 -1.89
C 2.91 -3.35 -2.28
C 3.32 -2.74 -3.49
C 2.86 -1.47 -3.71
C 2.06 -0.82 -2.75
N 1.66 -1.35 -1.61
C 2.06 -2.62 -1.38
N 1.69 -3.30 -0.30
H 3.96 -3.27 -4.18
H 3.11 -0.95 -4.62
H 1.72 0.19 -2.93
*
```

Entry 3:
C37H69FN4O11PS | ωB97M-V/def2-TZVPD

Properties
* LUMO level: -0.1024 hartree

ORCA input file:
```
! RIJCOSX wB97M-V def2-TZVPD def2/J DEFGRID3
* xyz 1 1
O 2.02 4.90 3.50
P 1.24 4.57 4.69
O 1.07 5.78 5.69
O 1.75 3.29 5.44
C -0.38 3.92 4.26
C -0.54 2.63 3.84
N -1.88 2.44 3.60
C -2.48 1.17 3.13
C -1.48 0.34 2.36
C -1.08 1.01 1.03
C 0.32 0.55 0.59
S 1.62 1.75 0.93
C 1.28 3.08 -0.13
N 1.99 4.15 -0.29
N 1.33 4.89 -1.24
C 0.28 4.22 -1.59
O 0.18 3.04 -0.91
C -2.53 3.57 3.86
N -1.64 4.45 4.27
F -1.93 5.70 4.64
H 1.70 6.46 5.40
H 2.71 3.36 5.55
H 0.25 1.92 3.74
H -2.85 0.62 3.98
H -3.31 1.42 2.48
H -1.96 -0.60 2.13
H -0.59 0.14 2.95
H -1.11 2.09 1.12
H -1.79 0.72 0.27
H 0.61 -0.33 1.15
H 0.25 0.26 -0.45
H -0.45 4.50 -2.32
H -3.59 3.71 3.76
C -0.28 0.20 -5.38
C 1.12 -0.34 -5.09
C 1.28 -0.02 -3.61
O -0.04 -0.07 -3.04
C -1.01 -0.12 -4.09
H -0.75 -0.24 -6.26
H -0.23 1.28 -5.53
H 1.14 -1.42 -5.24
H 1.90 0.10 -5.70
H 1.67 0.99 -3.47
H 1.92 -0.72 -3.10
H -1.44 -1.14 -4.12
H -1.82 0.58 -3.87
C 6.50 0.72 -2.90
C 6.27 1.21 -4.32
C 4.91 0.59 -4.65
O 4.20 0.52 -3.41
C 5.09 0.77 -2.32
H 7.20 1.33 -2.33
H 6.87 -0.31 -2.91
H 6.19 2.30 -4.34
H 7.05 0.91 -5.02
H 5.02 -0.42 -5.05
H 4.34 1.18 -5.36
H 4.86 1.76 -1.92
H 4.93 0.03 -1.53
C 1.38 -4.18 -0.57
C 0.65 -4.56 0.71
C -0.03 -3.25 1.08
O -0.32 -2.58 -0.15
C 0.39 -3.23 -1.22
H 1.62 -5.03 -1.21
H 2.31 -3.66 -0.34
H -0.10 -5.32 0.49
H 1.30 -4.94 1.50
H 0.63 -2.61 1.69
H -0.97 -3.40 1.63
H -0.35 -3.78 -1.82
H 0.86 -2.47 -1.85
C -2.30 -8.41 -1.88
C -2.37 -9.24 -0.60
C -1.18 -8.71 0.19
O -1.03 -7.34 -0.19
C -1.84 -7.06 -1.34
H -3.24 -8.35 -2.42
H -1.55 -8.83 -2.55
H -3.30 -9.03 -0.07
H -2.32 -10.32 -0.77
H -0.26 -9.25 -0.07
H -1.32 -8.77 1.27
H -2.68 -6.45 -1.03
H -1.25 -6.50 -2.07
C -1.95 9.17 -0.12
C -1.42 8.06 0.78
C -1.51 6.85 -0.14
O -1.32 7.33 -1.47
C -1.39 8.76 -1.48
H -1.63 10.17 0.18
H -3.04 9.15 -0.14
H -0.37 8.25 1.04
H -1.98 7.93 1.70
H -2.50 6.38 -0.09
H -0.75 6.09 0.08
H -0.38 9.15 -1.63
H -2.01 9.08 -2.31
C -3.41 -2.47 -1.60
C -4.15 -2.53 -2.93
C -4.01 -4.01 -3.29
O -3.96 -4.72 -2.05
C -3.78 -3.80 -0.97
H -3.69 -1.61 -0.98
H -2.33 -2.42 -1.77
H -5.21 -2.29 -2.79
H -3.75 -1.87 -3.70
H -3.07 -4.19 -3.83
H -4.83 -4.39 -3.89
H -4.72 -3.73 -0.42
H -3.01 -4.18 -0.30
C 2.69 -0.68 5.23
C 1.75 -0.98 6.40
C 0.63 0.02 6.16
O 0.55 0.21 4.73
C 1.71 -0.38 4.11
H 3.36 -1.50 4.99
H 3.29 0.20 5.45
H 1.37 -2.00 6.32
H 2.21 -0.86 7.38
H 0.84 0.98 6.62
H -0.34 -0.33 6.52
H 1.40 -1.29 3.59
H 2.11 0.32 3.37
*
```

Which formula does entry 3 have? C37H69FN4O11PS